{"formula": "C4H11NO4P", "method": "wB97M-V/def2-TZVPD", "charge": -1, "homo_ev": -5.163, "e_tot_ha": -856.22280, "smiles": "CNC(C)(C)O[P@](=O)([O-])O", "species": ["C", "N", "C", "C", "C", "O", "P", "O", "O", "O", "H", "H", "H", "H", "H", "H", "H", "H", "H", "H", "H"], "positions_angstrom": [[0.8749, 1.9544, 1.5196], [0.9665, 0.4304, 1.4613], [0.4490, -0.2137, 0.1864], [0.7082, 0.5039, -1.2038], [1.2055, -1.5845, 0.0927], [-1.0587, -0.4662, 0.2969], [-2.1263, -1.0408, -0.7890], [-3.1763, -1.6454, 0.0486], [-1.2918, -1.7449, -1.8670], [-2.5334, 0.4317, -1.4949], [1.8263, 2.3801, 1.6418], [0.3491, 2.2066, 0.6449], [0.3140, 2.2742, 2.3683], [0.3123, -0.0267, 2.1844], [0.4610, 1.5243, -1.0515], [1.7853, 0.3359, -1.3546], [0.1905, -0.1874, -1.9918], [1.0973, -2.0736, 1.0175], [2.1562, -1.6291, -0.2831], [0.5707, -2.2236, -0.6199], [-3.0802, 0.7944, -0.8068]]}